# 1
{
  "formula": "C21H27IrNO2P2",
  "method": "ωB97M-V/def2-TZVPD",
  "max_force_ev_per_a": 6.488,
  "multiplicity": 6,
  "charge": 2,
  "homo_energy_ha": [-0.4340, -0.5435],
  "homo_lumo_gap_ev": [6.42, 4.98],
  "s2": 8.80,
  "symbols": ["C", "C", "C", "C", "C", "C", "C", "C", "C", "C", "C", "C", "C", "H", "H", "H", "H", "H", "H", "H", "N", "Ir", "C", "H", "H", "C", "H", "H", "P", "P", "C", "H", "H", "H", "C", "H", "H", "H", "C", "H", "H", "H", "C", "H", "H", "H", "C", "O", "H", "C", "O", "H", "H", "H"],
  "xyz": [[-0.58021, -1.77168, 3.71148], [-0.07282, -1.01146, 2.66200], [-0.05098, -1.56856, 1.33976], [-0.50899, -2.87899, 1.10036], [-0.98001, -3.59469, 2.19032], [-1.04243, -3.05921, 3.47095], [-0.63096, -3.42334, -0.30996], [0.58619, -2.86014, -1.02700], [1.09790, -1.57746, -0.74318], [2.23831, -1.05208, -1.44967], [2.78971, -1.79079, -2.49197], [2.26795, -3.04342, -2.78838], [1.21807, -3.56067, -2.04439], [-0.69269, -1.32343, 4.70448], [-1.36870, -4.57497, 1.97913], [-1.53235, -3.61515, 4.26698], [-0.65322, -4.52465, -0.32979], [3.55408, -1.34072, -3.14106], [2.62989, -3.57445, -3.66328], [0.81490, -4.53530, -2.26778], [0.40263, -0.82747, 0.22540], [-0.45506, 0.94068, -0.38029], [0.28923, 0.43663, 2.88281], [1.31183, 0.69026, 2.56736], [0.08655, 0.78814, 3.90630], [2.73564, 0.35175, -1.18574], [3.02143, 0.55110, -0.14356], [3.54908, 0.68896, -1.85251], [-0.84211, 1.43476, 1.83145], [1.31109, 1.51929, -1.48285], [1.13336, 1.63908, -3.28240], [0.23598, 2.22973, -3.51691], [2.01893, 2.12803, -3.71386], [1.01280, 0.64931, -3.74428], [1.62351, 3.13951, -0.80519], [2.28803, 3.68137, -1.47727], [0.65785, 3.64658, -0.70263], [2.07423, 3.03138, 0.18118], [-2.53364, 1.06506, 2.32702], [-2.59629, 1.23637, 3.41079], [-3.21155, 1.73167, 1.77802], [-2.79120, 0.02285, 2.09427], [-0.49135, 3.16750, 2.04632], [-1.17029, 3.72461, 1.38934], [-0.67309, 3.37569, 3.10530], [0.54803, 3.36429, 1.76168], [-1.17550, 0.21023, -1.94661], [-1.71604, -0.25647, -2.86489], [-1.59190, -3.18542, -0.75013], [-2.87869, 2.68012, -1.42233], [-1.82529, 2.42448, -0.54150], [-3.43005, 3.43096, -0.84794], [-3.52605, 1.82742, -1.68353], [-2.47574, 3.14269, -2.33184]],
  "forces_ev_per_angstrom": [[0.1, 0.6, -0.3], [-0.5, 0.1, -0.1], [0.3, 0.6, -0.9], [-0.9, -0.6, 0.7], [-0.1, 0.0, -0.4], [-0.2, -0.2, 0.0], [1.5, 0.2, 0.8], [0.4, -0.1, -1.0], [0.0, -0.3, 0.1], [-0.7, 0.1, 0.1], [-0.3, 0.4, 0.0], [-0.1, 0.0, -0.2], [-0.3, -0.3, 0.0], [0.2, -0.2, -0.4], [-0.1, -0.3, 0.2], [0.3, 0.0, -0.1], [0.4, 0.3, 0.2], [-0.2, -0.3, 0.5], [0.1, -0.1, 0.3], [0.1, -0.2, -0.3], [2.0, -2.8, 1.8], [0.2, -1.5, 1.4], [-0.4, 0.4, -0.5], [-0.2, -0.1, 0.3], [0.4, -0.4, -0.1], [-0.7, 0.9, 0.2], [0.1, -0.3, -0.2], [-0.2, -0.5, 0.3], [-0.5, -0.4, 1.1], [3.0, 0.5, -2.0], [0.1, 0.3, -0.2], [0.3, -0.1, 0.0], [-0.2, -0.1, 0.1], [0.1, 0.2, 0.3], [0.4, 0.6, -0.2], [0.1, 0.3, 0.2], [0.3, 0.1, -0.1], [0.1, 0.1, -0.1], [0.0, 0.1, 0.4], [-0.4, -0.1, -0.2], [0.1, -0.1, 0.3], [0.2, 0.3, 0.1], [-0.1, 0.2, 0.2], [0.2, 0.0, 0.4], [0.2, 0.4, -0.1], [-0.3, 0.1, 0.3], [-4.5, -2.4, -4.0], [2.1, 1.1, 2.0], [-0.2, 0.7, -0.3], [-0.9, 0.8, 1.0], [-1.0, 1.9, -0.9], [-0.6, 0.1, -0.8], [0.5, 0.0, 0.1], [0.0, -0.1, 0.0]]
}

# 2
{
  "formula": "C21H27N2OS2",
  "method": "ωB97M-V/def2-TZVPD",
  "max_force_ev_per_a": 4.314,
  "multiplicity": 2,
  "charge": 0,
  "homo_energy_ha": [-0.2849, -0.2849],
  "homo_lumo_gap_ev": [8.04, 7.64],
  "s2": 0.75,
  "symbols": ["S", "C", "C", "C", "C", "C", "C", "S", "C", "C", "C", "C", "C", "C", "N", "H", "H", "H", "H", "H", "H", "H", "H", "H", "C", "C", "C", "C", "C", "C", "N", "O", "C", "C", "C", "H", "H", "H", "H", "H", "H", "H", "H", "H", "H", "H", "H", "H", "H", "H", "H", "H", "H"],
  "xyz": [[-7.59459, -2.92588, 2.31728], [-6.15146, -3.28685, 1.20759], [-6.01769, -4.53871, 0.30951], [-4.76817, -4.80942, -0.57610], [-3.58608, -3.81348, -0.58197], [-3.74838, -2.52044, 0.30609], [-4.98748, -2.23531, 1.18467], [-2.28232, -1.36278, 0.24081], [-0.85934, -2.57405, 0.21352], [0.44970, -2.34867, 1.00022], [1.54786, -3.44830, 0.93391], [1.29387, -4.71716, 0.07758], [-0.03564, -4.96237, -0.72103], [-1.12774, -3.85983, -0.65607], [-2.38617, -4.03333, -1.40199], [-6.98816, -2.79688, 3.58088], [-6.88358, -5.29675, 0.31339], [-4.72871, -5.76381, -1.22019], [-5.00318, -1.27798, 1.80175], [0.53078, -1.39067, 1.61371], [2.50868, -3.28241, 1.54607], [2.06467, -5.56626, 0.00925], [-0.21378, -5.92169, -1.33202], [-2.41846, -4.91602, -1.92675], [0.10207, 3.47764, -0.80537], [0.99957, 3.10283, 0.40442], [1.76279, 4.35864, 0.88260], [2.89350, 4.76991, -0.05748], [3.83058, 3.59783, -0.33215], [3.09327, 2.32977, -0.81429], [1.91890, 1.98132, 0.03712], [2.39778, 1.44361, 1.19198], [2.63721, 2.51802, -2.28057], [4.12134, 1.16979, -0.90592], [-0.01370, 2.68509, 1.49931], [-0.88131, 3.83252, -0.48267], [0.51510, 4.28329, -1.41431], [-0.08378, 2.61287, -1.44929], [2.18725, 4.18138, 1.87900], [1.06842, 5.19857, 0.99562], [2.49166, 5.15974, -0.99703], [3.46043, 5.59018, 0.39190], [4.57855, 3.90193, -1.07114], [4.38567, 3.37645, 0.58768], [2.03288, 1.66978, -2.61790], [3.49797, 2.58928, -2.95383], [2.06590, 3.43038, -2.44993], [4.63189, 0.98476, 0.04087], [4.90401, 1.40197, -1.63708], [3.63910, 0.24155, -1.22607], [-0.59286, 1.81275, 1.18422], [-0.72048, 3.49455, 1.70499], [0.46166, 2.45265, 2.45524]],
  "forces_ev_per_angstrom": [[1.4, -0.4, -0.1], [3.7, 0.0, -1.8], [1.8, 2.0, 0.3], [-0.1, 2.8, 1.8], [-3.5, 0.3, 1.8], [-1.4, -2.3, -0.1], [0.8, -3.3, -2.3], [0.0, -1.8, 0.1], [1.3, -2.6, -0.4], [-1.1, -3.3, -2.1], [-3.1, -0.2, -1.8], [-2.3, 1.8, 0.0], [0.5, 3.6, 2.2], [3.3, -0.2, 1.4], [-0.1, 0.7, 2.7], [-0.2, -0.3, -1.5], [1.6, 1.3, 0.0], [-0.1, 1.7, 1.2], [-0.1, -1.6, -0.9], [0.1, -1.6, -1.0], [-1.7, -0.5, -1.3], [-1.2, 1.7, 0.3], [0.4, 1.7, 1.1], [0.0, 0.6, 0.5], [0.0, 0.0, -0.3], [-1.9, 0.8, -0.3], [0.4, -0.1, 0.0], [0.0, 0.0, 0.0], [-0.2, 0.1, 0.4], [0.9, -0.2, -2.0], [2.2, 0.1, 3.7], [-1.2, 0.4, -2.2], [-0.2, 0.3, -0.2], [-0.2, -0.1, 0.6], [0.5, -0.4, 0.3], [0.2, -0.1, 0.2], [0.1, -0.1, 0.0], [0.1, 0.1, 0.1], [-0.1, -0.2, -0.1], [-0.1, -0.3, -0.1], [0.0, 0.0, 0.0], [0.0, 0.0, 0.0], [-0.1, -0.2, -0.1], [-0.1, -0.2, -0.1], [0.0, 0.1, 0.1], [0.0, -0.1, 0.3], [0.0, -0.1, 0.1], [-0.2, 0.0, 0.0], [-0.3, 0.2, 0.0], [0.0, 0.1, 0.1], [0.1, 0.0, 0.0], [0.2, 0.0, -0.3], [0.1, -0.1, -0.2]]
}

# 3
{
  "formula": "C21H27N3O3S",
  "method": "ωB97M-V/def2-TZVPD",
  "max_force_ev_per_a": 0.823,
  "charge": 0,
  "homo_energy_ha": -0.2825,
  "homo_lumo_gap_ev": 8.18,
  "symbols": ["C", "C", "O", "C", "C", "C", "N", "C", "S", "N", "C", "C", "C", "C", "C", "C", "C", "C", "C", "O", "C", "C", "C", "C", "N", "C", "C", "O", "H", "H", "H", "H", "H", "H", "H", "H", "H", "H", "H", "H", "H", "H", "H", "H", "H", "H", "H", "H", "H", "H", "H", "H", "H", "H", "H"],
  "xyz": [[-2.59940, -4.49362, 0.13954], [-3.32267, -3.25625, 0.65561], [-2.48208, -2.34767, 1.35850], [-1.56016, -1.67460, 0.57127], [-0.30375, -2.19377, 0.32227], [0.63967, -1.51281, -0.44330], [1.88341, -2.14631, -0.62770], [3.14211, -1.69924, -0.31447], [4.29499, -2.83141, 0.04636], [3.38141, -0.38578, -0.34629], [4.51690, 0.26261, 0.25062], [4.13696, 0.85497, 1.62379], [2.80793, 1.55208, 1.53205], [1.65781, 0.93761, 2.01226], [0.41950, 1.53613, 1.86183], [0.31133, 2.75518, 1.21543], [1.45175, 3.37703, 0.73396], [2.69024, 2.78066, 0.89262], [0.26994, -0.28384, -1.02084], [1.18812, 0.33343, -1.82420], [0.85107, 1.52532, -2.51594], [-0.04946, 1.27500, -3.71928], [-0.97732, 0.25423, -0.74235], [-1.88970, -0.41184, 0.06311], [-3.13130, 0.11777, 0.41254], [-3.66322, 1.33504, 0.10677], [-5.00928, 1.55425, 0.76464], [-3.13309, 2.15117, -0.61370], [-2.07761, -4.98955, 0.95412], [-3.32448, -5.18266, -0.28487], [-1.88109, -4.22438, -0.63137], [-3.81410, -2.74012, -0.18223], [-4.08017, -3.54332, 1.38992], [-0.03913, -3.14602, 0.75674], [1.83400, -3.15396, -0.52656], [2.62947, 0.21646, -0.64918], [5.31534, -0.47364, 0.36259], [4.85025, 1.05720, -0.42248], [4.91950, 1.54698, 1.93800], [4.07550, 0.04516, 2.35196], [1.73200, -0.02074, 2.50645], [-0.46243, 1.04328, 2.24330], [-0.65656, 3.21479, 1.08136], [1.37541, 4.33097, 0.23212], [3.57640, 3.27264, 0.51678], [0.40553, 2.25433, -1.83015], [1.81805, 1.91156, -2.85126], [0.41168, 0.54389, -4.37881], [-0.19023, 2.20429, -4.26364], [-1.02128, 0.90017, -3.41011], [-1.26876, 1.21117, -1.13637], [-3.63706, -0.47300, 1.06218], [-5.70818, 0.77686, 0.46323], [-5.39957, 2.52260, 0.46575], [-4.90418, 1.52969, 1.84741]],
  "forces_ev_per_angstrom": [[0.0, 0.4, 0.2], [-0.3, -0.4, -0.2], [0.4, 0.4, 0.1], [-0.1, 0.1, -0.2], [-0.1, 0.2, 0.1], [-0.3, 0.5, 0.0], [-0.1, -0.2, -0.3], [0.1, 0.2, -0.1], [0.5, -0.6, 0.2], [-0.5, -0.1, -0.1], [0.3, 0.0, 0.3], [0.0, -0.1, -0.3], [0.1, 0.1, 0.2], [0.0, 0.0, 0.1], [0.0, 0.0, 0.1], [-0.1, 0.1, 0.0], [-0.1, 0.1, -0.1], [0.0, -0.1, 0.0], [0.0, -0.4, 0.1], [0.0, -0.4, 0.3], [-0.2, 0.4, -0.4], [0.2, -0.1, 0.3], [0.0, 0.1, -0.2], [0.3, -0.3, -0.1], [-0.1, -0.5, 0.3], [-0.4, -0.1, 0.2], [0.1, 0.2, -0.1], [0.2, 0.2, -0.2], [0.1, -0.1, 0.1], [-0.1, -0.1, -0.1], [0.0, -0.1, -0.1], [0.0, 0.0, 0.1], [0.0, 0.0, -0.1], [0.0, -0.1, 0.1], [0.2, 0.2, -0.1], [0.0, -0.1, -0.1], [-0.1, 0.2, -0.1], [0.0, 0.0, 0.0], [0.0, 0.0, 0.1], [0.0, 0.0, 0.0], [0.0, -0.1, 0.0], [-0.1, -0.1, 0.0], [-0.1, 0.0, 0.0], [0.0, 0.1, 0.0], [0.1, 0.1, 0.0], [0.1, -0.1, 0.0], [-0.1, 0.0, 0.1], [0.0, 0.0, -0.1], [0.0, 0.1, -0.1], [-0.1, 0.0, 0.0], [0.0, 0.0, 0.0], [0.0, 0.2, -0.1], [-0.1, -0.1, 0.0], [0.0, 0.0, 0.0], [0.0, 0.0, 0.1]]
}

# 4
{
  "formula": "C21H27N3O3S",
  "method": "ωB97M-V/def2-TZVPD",
  "max_force_ev_per_a": 1.221,
  "charge": 0,
  "homo_energy_ha": -0.3326,
  "homo_lumo_gap_ev": 8.50,
  "symbols": ["O", "C", "N", "C", "C", "C", "C", "C", "C", "C", "C", "C", "C", "C", "N", "S", "O", "O", "C", "C", "C", "C", "C", "C", "C", "C", "N", "C", "H", "H", "H", "H", "H", "H", "H", "H", "H", "H", "H", "H", "H", "H", "H", "H", "H", "H", "H", "H", "H", "H", "H", "H", "H", "H", "H"],
  "xyz": [[-1.76390, -2.79439, 1.22560], [-1.31117, -1.69016, 0.99979], [-2.02202, -0.57174, 0.83981], [-3.46065, -0.55011, 0.66059], [-4.02609, 0.73271, 1.29777], [-5.18112, 1.37164, 0.52878], [-4.77869, 2.06074, -0.79241], [-3.37273, 1.74790, -1.30557], [-3.17578, 0.30105, -1.75769], [-3.79861, -0.73760, -0.82568], [0.20817, -1.41779, 0.86482], [1.03953, -2.70415, 0.95541], [1.94456, -2.67904, -0.27791], [1.14383, -1.84122, -1.27486], [0.44546, -0.86417, -0.46381], [0.88743, 0.72375, -0.54513], [1.07540, 1.07298, -1.91587], [-0.12855, 1.44134, 0.19056], [2.41258, 0.96859, 0.38698], [2.33630, 1.61139, 1.58949], [3.49674, 1.87382, 2.33516], [4.72166, 1.51016, 1.84762], [4.83192, 0.85241, 0.60572], [6.06662, 0.46191, 0.04511], [6.08155, -0.17992, -1.16299], [4.85340, -0.45206, -1.79301], [3.69475, -0.11043, -1.30470], [3.65245, 0.55370, -0.13691], [-1.51858, 0.27004, 0.57581], [-3.84825, -1.42729, 1.19235], [-3.22178, 1.46111, 1.40569], [-4.37473, 0.49532, 2.30533], [-5.64113, 2.11653, 1.18234], [-5.94198, 0.61183, 0.34385], [-5.50058, 1.79903, -1.56902], [-4.83895, 3.14265, -0.65405], [-2.63100, 1.99950, -0.54855], [-3.17237, 2.39966, -2.15974], [-2.10266, 0.11731, -1.85350], [-3.61997, 0.16657, -2.74756], [-4.88176, -0.74018, -0.94306], [-3.43984, -1.72755, -1.11823], [0.49108, -0.67514, 1.61835], [0.34851, -3.54909, 0.91861], [1.60213, -2.75890, 1.88538], [2.88977, -2.18398, -0.05107], [2.15662, -3.67586, -0.65786], [0.39860, -2.45731, -1.78814], [1.75662, -1.31451, -2.00384], [1.36864, 1.93174, 1.94316], [3.41190, 2.37737, 3.28584], [5.62421, 1.72497, 2.40177], [6.98080, 0.67567, 0.58130], [7.00574, -0.48733, -1.62653], [4.82595, -0.98347, -2.73531]],
  "forces_ev_per_angstrom": [[-0.2, -0.3, 0.0], [0.5, 0.2, 0.1], [-0.3, 0.3, 0.1], [-0.2, -0.3, -0.1], [-0.2, 0.0, 0.0], [0.1, 0.0, 0.1], [0.1, 0.0, 0.0], [-0.2, -0.1, -0.2], [0.0, 0.0, 0.1], [0.2, 0.0, 0.1], [-0.4, -0.3, 0.6], [-0.1, -0.1, -0.1], [-0.1, 0.1, 0.0], [0.4, -0.5, -0.6], [0.5, 1.1, 0.0], [-0.3, 0.0, -0.2], [0.3, -0.2, 0.0], [0.3, 0.0, 0.3], [-0.8, 0.0, -0.1], [-0.2, 0.0, -0.1], [0.3, 0.0, 0.0], [-0.2, 0.1, 0.1], [-0.4, -0.1, -0.3], [0.0, -0.1, -0.2], [0.1, 0.1, 0.3], [0.0, 0.0, 0.0], [-0.1, -0.1, -0.4], [0.8, 0.1, 0.3], [-0.1, -0.2, 0.1], [0.0, 0.2, -0.1], [0.0, 0.0, 0.1], [0.1, 0.0, 0.0], [-0.1, -0.1, 0.0], [-0.1, 0.0, 0.0], [-0.1, 0.1, -0.1], [-0.1, 0.0, 0.0], [0.0, 0.1, 0.0], [0.1, 0.0, 0.1], [0.0, -0.1, -0.1], [0.1, 0.0, 0.0], [-0.1, -0.1, 0.0], [-0.1, 0.0, 0.0], [-0.1, -0.1, 0.0], [0.1, 0.1, 0.1], [0.0, 0.0, 0.0], [0.0, 0.0, -0.1], [0.1, 0.0, 0.0], [0.1, 0.0, 0.0], [-0.1, -0.2, -0.1], [-0.1, 0.0, 0.1], [0.0, 0.0, 0.1], [0.1, 0.0, 0.1], [0.1, 0.0, 0.0], [0.1, 0.0, 0.0], [0.1, -0.1, -0.1]]
}

no.,DFT total energy (eV)
1,-49196.7930
2,-48903.9012
3,-43664.2570
4,-43664.0322